P | Formula: C2H8N2
Source: the OMol25 dataset
Level of theory: ωB97M-V/def2-TZVPD

```
12
Properties=species:S:1:pos:R:3:lowdin_charge:R:1
N 0.009 -1.720 -0.429 -0.058
C -0.532 -0.602 0.356 -0.274
C 0.319 0.582 -0.137 -0.311
N -0.257 1.909 0.162 -0.028
H 0.855 -1.502 -1.062 0.094
H 0.026 -2.691 -0.253 0.036
H -0.444 -0.777 1.399 0.091
H -1.531 -0.586 0.029 0.087
H 0.285 0.381 -1.234 0.110
H 1.313 0.349 0.215 0.096
H -0.351 2.007 1.223 0.096
H 0.308 2.650 -0.270 0.062
```

The net charge is 0. Its lowest unoccupied orbital energy is 1.2 eV. As for the SMILES: NCCN. The value obtained for the gap between HOMO and LUMO is 9.83 eV. As for the multiplicity: 1. Its HOMO energy is -8.65 eV.

---

Q | Formula: C2H8N2
Source: the OMol25 dataset
Level of theory: ωB97M-V/def2-TZVPD

```
12
Properties=species:S:1:pos:R:3:lowdin_charge:R:1
N -1.640 -0.390 -0.814 -0.030
C -0.269 0.103 -0.826 -0.304
C 0.745 -0.328 0.267 -0.290
N 0.796 0.640 1.407 -0.041
H -2.359 -0.137 -0.048 0.113
H -1.776 -1.311 -1.055 0.011
H -0.322 1.288 -0.874 0.136
H 0.157 -0.034 -1.806 0.084
H 0.574 -1.393 0.755 0.134
H 1.721 -0.445 -0.256 0.085
H 1.419 0.404 2.159 0.043
H 0.954 1.605 1.090 0.059
```

The net charge is 0. Its lowest unoccupied orbital energy is 1.3 eV. As for the SMILES: NCCN. The value obtained for the gap between HOMO and LUMO is 10.00 eV. As for the multiplicity: 1. Its HOMO energy is -8.71 eV.

---

R | Formula: C2H8N2
Source: the OMol25 dataset
Level of theory: ωB97M-V/def2-TZVPD

```
12
Properties=species:S:1:pos:R:3:lowdin_charge:R:1
C 0.707 1.605 -0.805 -0.105
N -0.429 1.840 -0.325 -0.094
C -1.562 0.976 -0.695 -0.137
H 1.467 2.334 -0.554 0.056
H 1.072 0.804 -1.455 0.073
H -2.269 0.940 0.130 0.063
H -1.250 -0.073 -0.768 0.067
H -1.918 1.434 -1.609 0.076
N 1.076 -2.467 1.594 0.017
H 1.153 -3.459 1.733 0.003
H 0.286 -1.918 1.839 -0.014
H 1.668 -2.017 0.915 -0.006
```

The net charge is 0. Its lowest unoccupied orbital energy is 0.9 eV. As for the SMILES: C=NC.N. The value obtained for the gap between HOMO and LUMO is 10.39 eV. As for the multiplicity: 1. Its HOMO energy is -9.45 eV.

---

The structure with the least stability is R.

---

P | Formula: C2H8N2
Source: the OMol25 dataset
Level of theory: ωB97M-V/def2-TZVPD

```
12
Properties=species:S:1:pos:R:3:lowdin_charge:R:1
C 2.901 -4.028 -2.138 -0.150
N 3.798 -4.046 -1.234 -0.010
H 1.823 -4.002 -1.913 0.061
H 3.197 -4.086 -3.192 0.058
H 4.539 -3.399 -1.523 0.042
C -2.196 3.177 1.818 -0.214
N -2.254 2.048 0.896 -0.079
H -1.176 3.541 1.941 0.064
H -2.342 2.842 2.853 0.066
H -2.942 3.949 1.637 0.061
H -2.150 2.326 -0.071 0.050
H -3.197 1.678 0.926 0.051
```

The net charge is 0. Its lowest unoccupied orbital energy is 1.0 eV. As for the SMILES: C=N.CN. The value obtained for the gap between HOMO and LUMO is 10.42 eV. As for the multiplicity: 1. Its HOMO energy is -9.38 eV.

---

Q | Formula: C2H8N2
Source: the OMol25 dataset
Level of theory: ωB97M-V/def2-TZVPD

```
12
Properties=species:S:1:pos:R:3:lowdin_charge:R:1
H 1.389 -0.613 -2.126 0.012
N 1.629 -0.685 -1.165 0.053
C 0.918 0.133 -0.509 -0.415
N 0.989 0.395 0.827 0.078
H 0.204 0.778 -1.033 0.110
H 0.516 1.136 1.287 0.074
H 1.427 -0.298 1.414 0.094
C -2.752 0.052 0.579 -0.057
H -2.547 -0.400 -0.389 0.015
H -2.412 1.088 0.562 0.010
H -3.821 0.016 0.764 0.013
H -2.187 -0.461 1.352 0.012
```

The net charge is 0. Its lowest unoccupied orbital energy is 0.9 eV. As for the SMILES: [H]/N=C/N.C. The value obtained for the gap between HOMO and LUMO is 10.22 eV. As for the multiplicity: 1. Its HOMO energy is -9.34 eV.

---

The structure with the least stability is P.